(1)
The ion C13H19N2 with charge +1 at a distorted geometry. Source: the OMol25 dataset; level of theory: ωB97M-V with the def2-TZVPD basis set.

Results
E: -16760.6939 eV
charge: +1
molar mass: 203.3 g mol⁻¹
ΔE to the lowest compared entry with this formula, charge and spin: 2.614 eV
LUMO level: -0.10915 Eh
2S+1: 1

XYZ file:
```
34
Properties=species:S:1:pos:R:3:lowdin_charge:R:1
C -2.097 -0.938 1.063 -0.103
C 3.840 0.552 -0.086 -0.026
H -2.478 0.915 2.876 0.121
H -1.738 2.040 1.608 0.054
H 1.373 2.752 0.116 0.080
H -1.212 2.543 -0.491 0.101
C -1.016 0.131 1.324 -0.330
H -0.709 1.526 -1.730 0.113
H -2.200 -2.455 -0.293 0.189
H -2.316 1.031 -0.848 0.120
H -1.596 -0.769 -2.601 0.049
H -0.120 -0.371 1.977 0.202
H 1.175 -2.516 -1.030 0.176
H -1.401 -2.458 -2.534 0.119
C -1.261 1.466 -0.752 -0.035
C 1.701 -0.539 -0.351 -0.181
H 3.594 -1.514 -0.479 0.114
C 1.829 1.861 0.141 -0.030
H 4.929 0.413 -0.053 0.111
C 3.210 1.853 0.100 -0.032
N 0.812 -1.638 -0.593 0.061
H -0.853 1.652 2.978 0.084
C -0.910 -1.468 -2.232 -0.019
H -2.954 -0.589 0.515 0.122
H -0.937 -2.566 0.773 0.158
C 3.064 -0.581 -0.373 -0.032
C 1.097 0.700 -0.052 -0.132
C -0.496 -1.304 -0.823 -0.344
N -1.447 -1.938 0.205 0.115
H -2.554 -1.297 2.085 0.180
H -0.026 -1.191 -2.898 0.132
H 3.616 2.863 0.106 0.111
C -1.547 1.225 2.265 -0.032
C -0.373 0.607 0.088 -0.216
```

***

(2)
A structure of composition C13H19N3O2OsS at a distorted geometry. Source: the OMol25 dataset; level of theory: ωB97M-V with the def2-TZVPD basis set.

Results
E: -35640.1998 eV
charge: +2
molar mass: 471.6 g mol⁻¹
ΔE to the lowest compared entry with this formula, charge and spin: 0.830 eV
LUMO level (alpha / beta): -0.35686 / -0.35927 Eh
2S+1: 1

XYZ file:
```
39
Properties=species:S:1:pos:R:3:lowdin_charge:R:1
H -0.073 -0.167 3.234 0.150
C -0.633 -2.889 1.369 -0.139
H 0.285 -2.076 -1.796 0.131
H 2.496 0.491 1.772 0.117
H -1.472 -2.178 -0.349 0.147
H 1.996 -0.935 3.632 0.148
O -1.892 0.724 0.090 -0.253
H -0.123 5.459 -3.415 0.130
H 2.589 -2.224 -1.122 0.145
H 0.263 -3.505 1.455 0.121
C -2.314 2.971 -2.715 0.031
C 2.439 -0.584 1.574 -0.169
C 1.591 -1.247 2.668 -0.151
H -1.491 -3.565 1.358 0.149
H -0.637 -2.579 3.503 0.150
H 3.453 -0.990 1.597 0.145
N -0.562 -2.106 0.113 -0.167
N 1.839 -0.742 0.222 -0.237
H -3.262 2.565 -3.041 0.139
N 0.178 -0.868 2.539 -0.074
C -1.703 2.419 -1.600 -0.121
C 0.077 4.064 -1.813 -0.079
H -1.782 -1.552 2.628 0.138
H -2.215 4.429 -4.271 0.133
H 2.428 -0.168 -0.392 0.128
C -1.727 4.037 -3.393 0.023
H 2.192 -2.822 0.480 0.123
C -2.496 1.311 -0.901 -0.566
O -3.598 1.030 -1.285 0.156
C 1.867 -2.141 -0.307 -0.137
C 0.482 -2.554 -0.830 -0.173
C -0.549 4.600 -2.919 -0.016
C -0.459 2.929 -1.170 -0.543
S 0.584 2.267 0.050 0.852
Os -0.125 0.061 0.254 1.345
H 0.452 -3.639 -0.993 0.147
C -0.777 -1.977 2.595 -0.159
H 1.676 -2.332 2.622 0.121
H 1.002 4.480 -1.445 0.112
```

***

(3)
A structure of composition C13H19O9P2Pd. Source: the OMol25 dataset; level of theory: ωB97M-V with the def2-TZVPD basis set.

Results
E: -54270.1360 eV
charge: +1
molar mass: 487.7 g mol⁻¹
ΔE to the lowest compared entry with this formula, charge and spin: 0.615 eV
LUMO level (alpha / beta): -0.10161 / -0.21574 Eh
2S+1: 5

XYZ file:
```
44
Properties=species:S:1:pos:R:3:lowdin_charge:R:1
P 0.282 -3.915 1.048 0.687
O 0.482 -1.547 3.064 -0.135
C 3.792 1.977 1.387 -0.041
C 0.801 1.683 2.442 -0.237
C 2.044 2.808 -0.246 -0.045
C -0.503 -0.029 -1.060 -0.003
O -1.062 0.440 -1.904 0.214
O 0.463 -5.201 0.190 -0.145
O 1.835 -1.955 -0.933 -0.348
H 0.442 -0.669 4.945 0.138
H -2.518 0.986 2.278 0.098
Pd 0.573 -1.014 0.484 1.071
H 4.242 2.115 2.371 0.089
H 4.685 -3.068 0.403 0.108
H 1.397 -1.667 3.339 0.099
C -0.241 -0.904 4.127 -0.160
H 1.162 3.436 -0.382 0.091
C -0.309 2.678 4.343 0.002
C 2.639 2.961 1.159 -0.359
O -0.642 -2.864 0.473 -0.380
O 3.974 -2.423 0.292 -0.073
C 1.397 3.925 3.115 0.004
O 0.945 0.682 1.692 -0.092
C 1.604 2.879 2.252 -0.090
O 1.755 -3.233 1.180 -0.386
O 2.751 -4.392 -0.849 -0.235
H 2.784 3.104 -0.989 0.091
H -1.494 -0.323 1.680 0.026
H 1.774 1.771 -0.447 0.050
C -0.170 1.596 3.517 -0.087
H 3.460 0.943 1.299 0.068
C 0.459 3.837 4.150 0.008
H -0.975 -1.622 4.499 0.133
C -1.987 0.079 2.565 -0.027
C -1.011 0.354 3.713 -0.286
H 1.335 -5.202 -0.314 0.067
H -1.624 0.570 4.594 0.143
H -1.022 2.646 5.157 0.127
H 1.973 4.834 2.998 0.128
H 0.322 4.678 4.816 0.123
H -2.725 -0.661 2.878 0.099
P 2.635 -3.052 -0.251 0.240
H 4.566 2.145 0.638 0.090
H 3.053 3.970 1.226 0.136
```

***

Question: What is the formula in the second record?
Answer: C13H19N3O2OsS